# 1
{"formula": "C3H12N3S", "method": "wB97M-V/def2-TZVPD", "symbols": ["C", "C", "C", "N", "N", "N", "S", "H", "H", "H", "H", "H", "H", "H", "H", "H", "H", "H", "H"], "positions_angstrom": [[-0.640, 1.184, -2.643], [-2.058, -1.677, -0.488], [-1.062, 0.136, -1.849], [2.467, 2.176, 2.193], [-1.624, -0.642, -1.202], [0.637, -1.996, 1.353], [1.201, 1.479, 1.410], [-0.179, 0.785, -3.547], [-1.461, 1.762, -3.024], [0.070, 1.828, -2.047], [-2.994, -1.420, 0.006], [-2.120, -2.590, -1.270], [-1.279, -1.923, 0.190], [2.587, 3.151, 1.898], [3.294, 1.628, 1.970], [0.338, -2.054, 2.393], [1.133, -1.113, 1.154], [1.441, -2.594, 1.273], [0.249, 1.877, 2.228]], "e_homo_ev": -11.748, "spin_multiplicity": 1, "de_lowest_kj_mol": 364.8, "total_charge": 1}


# 2
{"formula": "C37H23AlI2N7O3SSe", "method": "wB97M-V/def2-TZVPD", "symbols": ["Al", "C", "C", "C", "C", "C", "C", "C", "S", "O", "O", "N", "C", "C", "C", "C", "C", "C", "C", "C", "N", "C", "H", "H", "H", "H", "H", "H", "H", "H", "H", "H", "H", "H", "H", "I", "C", "C", "C", "I", "C", "C", "C", "C", "N", "C", "C", "O", "H", "H", "H", "H", "Se", "N", "C", "C", "C", "C", "C", "N", "C", "C", "N", "C", "C", "C", "C", "C", "N", "H", "H", "H", "H", "H", "H"], "positions_angstrom": [[0.272, 0.797, -0.418], [-2.548, -5.684, 1.041], [-2.603, -4.219, 0.719], [-2.139, -3.266, 1.621], [-2.157, -1.914, 1.307], [-2.648, -1.508, 0.078], [-3.134, -2.437, -0.832], [-3.108, -3.781, -0.507], [-2.589, 0.193, -0.410], [-3.883, 0.800, -0.330], [-1.953, 0.192, -1.717], [-1.451, 0.838, 0.528], [-1.683, 1.874, 1.430], [-2.823, 2.122, 2.155], [-2.873, 3.224, 3.035], [-1.804, 4.056, 3.216], [-0.609, 3.816, 2.501], [0.565, 4.592, 2.626], [1.679, 4.261, 1.903], [1.634, 3.155, 1.040], [0.553, 2.418, 0.890], [-0.562, 2.731, 1.606], [-2.426, -5.848, 2.111], [-1.707, -6.160, 0.531], [-3.455, -6.193, 0.718], [-1.758, -3.584, 2.584], [-1.775, -1.184, 2.009], [-3.513, -2.112, -1.792], [-3.485, -4.507, -1.218], [-3.693, 1.492, 2.039], [-3.789, 3.400, 3.582], [-1.854, 4.893, 3.900], [0.570, 5.438, 3.301], [2.594, 4.830, 1.983], [2.505, 2.857, 0.471], [5.258, 0.982, -1.505], [3.645, 2.023, -2.285], [3.853, 3.002, -3.282], [2.824, 3.731, -3.811], [3.231, 5.166, -5.265], [1.495, 3.504, -3.355], [0.340, 4.190, -3.781], [-0.882, 3.873, -3.246], [-0.978, 2.855, -2.291], [0.083, 2.194, -1.868], [1.306, 2.511, -2.378], [2.380, 1.759, -1.813], [2.077, 0.895, -0.877], [4.865, 3.175, -3.623], [0.431, 4.970, -4.526], [-1.778, 4.389, -3.556], [-1.935, 2.572, -1.878], [2.556, -6.396, 1.062], [1.958, -5.551, -0.394], [1.719, -4.316, -0.052], [1.199, -3.315, -0.972], [0.925, -3.578, -2.313], [0.402, -2.569, -3.092], [0.132, -1.337, -2.513], [0.392, -1.076, -1.234], [0.946, -2.036, -0.481], [1.238, -1.680, 0.904], [0.974, -0.413, 1.248], [1.176, -0.052, 2.509], [1.662, -0.926, 3.475], [1.951, -2.227, 3.123], [1.732, -2.623, 1.805], [1.977, -3.976, 1.326], [2.422, -4.937, 2.084], [1.127, -4.562, -2.716], [0.182, -2.722, -4.138], [-0.320, -0.540, -3.084], [0.945, 0.971, 2.768], [1.808, -0.573, 4.486], [2.334, -2.940, 3.840]], "e_homo_ev": -10.182, "spin_multiplicity": 1, "de_lowest_kj_mol": 57.4, "total_charge": 1}


# 3
{"formula": "C32H31BrN2O2RuS2SiTe", "method": "wB97M-V/def2-TZVPD", "symbols": ["Ru", "C", "Si", "C", "C", "C", "C", "C", "C", "N", "C", "S", "H", "H", "H", "H", "H", "H", "H", "H", "H", "H", "H", "H", "Te", "C", "C", "C", "C", "C", "C", "C", "C", "C", "C", "C", "C", "H", "H", "H", "H", "H", "H", "H", "H", "H", "H", "Br", "C", "C", "C", "C", "C", "C", "C", "O", "O", "H", "H", "H", "H", "S", "C", "N", "C", "C", "C", "C", "H", "H", "H", "H", "H"], "positions_angstrom": [[-0.859, 0.716, -0.664], [2.441, 5.281, 3.815], [2.127, 4.535, 2.140], [3.592, 3.538, 1.587], [1.719, 5.894, 0.948], [0.690, 3.309, 2.348], [0.254, 2.948, 3.619], [-0.699, 1.948, 3.818], [-1.221, 1.328, 2.709], [-0.860, 1.687, 1.472], [0.080, 2.623, 1.289], [0.492, 2.800, -0.409], [3.248, 6.014, 3.739], [2.750, 4.536, 4.552], [1.561, 5.803, 4.199], [4.442, 4.183, 1.357], [3.355, 2.957, 0.694], [3.896, 2.844, 2.375], [2.567, 6.582, 0.900], [0.848, 6.462, 1.283], [1.523, 5.529, -0.062], [0.676, 3.442, 4.486], [-1.013, 1.654, 4.809], [-1.930, 0.512, 2.788], [1.464, -0.286, -1.948], [0.682, -2.240, -2.012], [-0.539, -2.494, -2.629], [-1.038, -3.788, -2.647], [-0.328, -4.817, -2.038], [0.884, -4.556, -1.417], [1.397, -3.263, -1.406], [1.274, 0.092, -4.013], [2.378, -0.156, -4.822], [2.284, 0.034, -6.194], [1.093, 0.473, -6.755], [-0.004, 0.734, -5.944], [0.084, 0.547, -4.571], [-1.089, -1.697, -3.117], [-1.981, -3.995, -3.137], [-0.720, -5.825, -2.052], [1.439, -5.355, -0.943], [2.341, -3.062, -0.916], [3.312, -0.497, -4.392], [3.143, -0.159, -6.823], [1.021, 0.618, -7.825], [-0.929, 1.090, -6.379], [-0.773, 0.773, -3.947], [-2.385, -3.841, 1.020], [-0.703, -3.684, 1.883], [-0.321, -4.806, 2.607], [0.896, -4.830, 3.268], [1.740, -3.732, 3.202], [1.357, -2.626, 2.467], [0.133, -2.572, 1.796], [-0.128, -1.323, 1.013], [0.825, -0.551, 0.779], [-1.301, -1.042, 0.591], [-0.983, -5.660, 2.645], [1.179, -5.710, 3.830], [2.692, -3.739, 3.717], [2.006, -1.764, 2.390], [-2.756, 1.682, -1.823], [-3.545, 0.528, -0.785], [-3.890, 0.908, 0.469], [-4.507, 0.114, 1.367], [-4.845, -1.163, 1.025], [-4.533, -1.604, -0.264], [-3.898, -0.773, -1.157], [-3.619, 1.848, 0.741], [-4.708, 0.554, 2.333], [-5.333, -1.803, 1.743], [-4.798, -2.609, -0.565], [-3.654, -1.098, -2.158]], "s2": 8.77, "e_homo_ev": [-10.189, -10.670], "spin_multiplicity": 6, "de_lowest_kj_mol": 0.0, "total_charge": 1}


Results for max |F|: 6.36 1.37 0.84 (in eV Å⁻¹, following the order of the records).
Results for total energy: -683.6278 -5670.3419 -5520.5982 (in Ha, following the order of the records).